Record 1
A molecular structure, C37H63FIN3O15S2 at a distorted geometry. Source: the OMol25 dataset; level of theory: wB97M-V/def2-TZVPD.

Each line ends with the Löwdin charge.
Element x y z (Å)
C (0.938, 3.579, -2.794)  0.028
C (0.362, 2.715, -3.869)  -0.516
O (0.731, 2.680, -5.001)  0.148
O (-0.746, 1.997, -3.460)  -0.053
C (-0.764, 0.622, -3.768)  -0.123
C (-0.307, -0.239, -2.543)  -0.435
F (0.319, 0.585, -1.627)  0.015
C (0.766, -1.289, -2.941)  -0.263
S (2.148, -0.550, -3.889)  0.651
C (3.444, -1.743, -3.709)  -0.104
O (2.493, 0.638, -3.152)  -0.269
O (1.827, -0.424, -5.276)  -0.274
S (0.051, -2.735, -3.740)  0.665
O (0.530, -2.856, -5.070)  -0.202
O (0.151, -3.836, -2.839)  -0.220
O (-1.473, -2.290, -3.853)  -0.138
C (-2.231, -1.940, -2.687)  -0.416
C (-2.717, -3.195, -1.988)  -0.071
C (-3.868, -2.962, -0.990)  -0.174
C (-5.242, -3.350, -1.542)  -0.156
C (-6.360, -2.783, -0.692)  -0.165
O (-6.217, -3.202, 0.684)  -0.048
C (-6.097, -2.194, 1.579)  -0.356
O (-6.893, -1.968, 2.436)  0.116
O (-3.413, -1.300, -3.253)  -0.050
C (-3.765, -1.600, -4.466)  -0.336
N (-4.078, -1.800, -5.550)  0.204
C (-1.485, -0.900, -1.781)  -0.487
I (-2.804, 0.757, -1.212)  1.322
C (-1.099, -1.407, -0.387)  -0.253
O (-0.280, -2.572, -0.381)  -0.068
C (0.024, -2.975, 0.916)  -0.200
C (-1.002, -3.254, 1.816)  0.037
C (-0.743, -3.613, 3.133)  -0.261
C (-1.872, -3.881, 4.093)  -0.042
C (0.592, -3.688, 3.534)  -0.035
C (1.604, -3.440, 2.620)  -0.005
C (1.348, -3.094, 1.291)  -0.135
C (2.507, -2.859, 0.353)  -0.309
C (2.704, -1.356, 0.059)  -0.011
C (2.405, -3.731, -0.921)  -0.041
H (0.715, 3.204, -1.801)  0.082
H (2.001, 3.708, -2.973)  0.094
H (0.464, 4.562, -2.885)  0.096
H (-1.786, 0.369, -4.044)  0.118
H (-0.155, 0.430, -4.651)  0.120
H (1.196, -1.675, -2.014)  0.076
H (3.180, -2.549, -3.031)  0.040
H (3.604, -2.163, -4.700)  0.083
H (4.328, -1.200, -3.384)  0.084
H (-3.098, -3.838, -2.787)  0.146
H (-1.886, -3.729, -1.538)  0.117
H (-3.910, -1.924, -0.659)  0.056
H (-3.671, -3.587, -0.118)  0.115
H (-5.326, -4.438, -1.594)  0.130
H (-5.354, -2.948, -2.551)  0.114
H (-6.299, -1.690, -0.733)  0.127
H (-7.343, -3.095, -1.036)  0.131
H (-5.167, -1.606, 1.501)  0.143
H (-0.559, -0.601, 0.116)  0.120
H (-2.018, -1.548, 0.173)  0.069
H (-2.031, -3.178, 1.485)  0.106
H (-1.822, -4.887, 4.506)  0.083
H (-2.835, -3.721, 3.609)  0.070
H (-1.824, -3.168, 4.919)  0.084
H (0.817, -3.942, 4.563)  0.113
H (2.637, -3.510, 2.943)  0.107
H (3.392, -3.201, 0.889)  0.119
H (3.024, -1.190, -0.970)  0.060
H (3.486, -0.972, 0.717)  0.078
H (1.804, -0.785, 0.288)  0.080
H (2.163, -3.128, -1.793)  0.002
H (1.629, -4.488, -0.826)  0.089
H (3.352, -4.235, -1.110)  0.091
C (-4.983, 3.324, 0.677)  -0.123
O (-4.257, 3.578, -0.512)  -0.280
C (-5.051, 3.704, -1.690)  -0.234
C (-5.117, 5.134, -2.174)  -0.213
N (-5.895, 5.973, -1.273)  -0.050
C (-5.813, 7.406, -1.538)  -0.199
C (-4.452, 8.088, -1.468)  -0.229
O (-3.901, 8.178, -0.169)  -0.177
C (-3.229, 7.024, 0.292)  -0.101
H (-4.262, 3.027, 1.438)  0.088
H (-5.516, 4.209, 1.037)  0.079
H (-5.704, 2.513, 0.538)  0.087
H (-6.053, 3.296, -1.522)  0.126
H (-4.569, 3.105, -2.467)  0.094
H (-5.588, 5.145, -3.161)  0.127
H (-4.084, 5.485, -2.296)  0.107
H (-5.600, 5.800, -0.321)  0.068
H (-6.466, 7.904, -0.817)  0.120
H (-6.237, 7.593, -2.530)  0.118
H (-4.594, 9.121, -1.796)  0.122
H (-3.725, 7.639, -2.157)  0.112
H (-2.720, 6.499, -0.522)  0.087
H (-3.904, 6.329, 0.800)  0.072
H (-2.483, 7.350, 1.017)  0.088
C (8.803, 1.684, 3.075)  -0.115
O (9.116, 0.495, 3.770)  -0.192
C (8.879, 0.537, 5.171)  -0.217
C (7.690, -0.312, 5.565)  -0.218
N (6.439, 0.265, 5.093)  -0.050
C (5.272, -0.601, 5.218)  -0.199
C (5.266, -1.939, 4.488)  -0.226
O (5.185, -1.844, 3.077)  -0.200
C (6.409, -1.591, 2.413)  -0.096
H (9.238, 1.600, 2.080)  0.089
H (7.723, 1.836, 2.966)  0.076
H (9.230, 2.560, 3.572)  0.088
H (8.752, 1.569, 5.511)  0.122
H (9.769, 0.129, 5.658)  0.122
H (7.657, -0.383, 6.657)  0.124
H (7.867, -1.323, 5.173)  0.105
H (6.545, 0.536, 4.125)  0.068
H (4.409, -0.032, 4.864)  0.121
H (5.106, -0.796, 6.283)  0.119
H (4.359, -2.466, 4.797)  0.114
H (6.110, -2.579, 4.774)  0.114
H (7.252, -2.066, 2.921)  0.090
H (6.607, -0.520, 2.309)  0.074
H (6.326, -2.007, 1.408)  0.086

* DFT total energy: -107055.931 eV
* largest force on an atom: 0.020 Eh/bohr
* HOMO level: -8.83 eV
* lowest unoccupied orbital energy: -0.32 eV
* spin multiplicity: 1
* frontier orbital gap: 8.51 eV



Record 2
10 unconnected molecules or ions with the total composition C37H63N3O21 at a distorted geometry. Source: the OMol25 dataset; level of theory: wB97M-V/def2-TZVPD.

Each line ends with the Löwdin charge.
Element x y z (Å)
C (-5.866, 4.962, -0.475)  0.013
C (-4.625, 4.051, -0.677)  -0.290
C (-4.542, 3.395, -2.000)  -0.130
O (-3.416, 3.843, -2.678)  0.100
C (-2.902, 4.844, -2.002)  -0.556
O (-1.945, 5.528, -2.329)  0.132
O (-3.594, 4.996, -0.853)  0.063
H (-5.915, 5.430, -1.338)  0.032
H (-5.793, 5.610, 0.433)  0.112
H (-6.806, 4.506, -0.299)  0.072
H (-4.320, 3.404, 0.193)  0.164
H (-5.286, 3.636, -2.756)  0.150
H (-4.547, 2.351, -1.783)  0.111
C (2.980, 2.429, -0.175)  0.016
C (2.904, 3.821, -0.915)  -0.280
C (3.430, 5.059, -0.153)  -0.067
O (4.581, 5.389, -0.853)  0.113
C (4.770, 4.737, -1.907)  -0.660
O (5.634, 4.934, -2.727)  0.149
O (3.846, 3.816, -1.928)  0.060
H (2.294, 2.532, 0.681)  0.086
H (3.916, 2.216, 0.288)  0.056
H (2.707, 1.697, -0.933)  0.060
H (1.875, 4.060, -1.355)  0.160
H (3.841, 4.995, 0.858)  0.145
H (2.645, 5.833, -0.240)  0.145
C (4.049, -1.438, -1.050)  -0.001
C (5.030, -0.437, -1.734)  -0.280
C (5.724, 0.725, -1.023)  -0.099
O (7.065, 0.447, -1.132)  0.117
C (7.275, -0.690, -1.708)  -0.554
O (8.394, -1.164, -1.870)  0.129
O (6.100, -1.202, -2.114)  0.095
H (3.729, -2.186, -1.727)  0.060
H (3.091, -1.000, -0.711)  0.057
H (4.430, -2.114, -0.370)  0.062
H (4.514, -0.167, -2.673)  0.149
H (5.384, 0.860, 0.008)  0.099
H (5.540, 1.729, -1.466)  0.141
C (-1.164, 2.904, 3.875)  -0.027
C (-0.495, 2.552, 2.651)  -0.370
C (-1.544, 1.930, 1.641)  -0.024
O (-1.365, 2.804, 0.513)  0.097
C (-0.592, 3.763, 0.805)  -0.630
O (-0.363, 4.638, 0.005)  0.147
O (-0.132, 3.704, 2.046)  0.119
H (-1.555, 2.028, 4.387)  0.101
H (-2.025, 3.479, 3.607)  0.095
H (-0.532, 3.487, 4.526)  0.099
H (0.357, 2.000, 2.853)  0.132
H (-2.522, 1.818, 2.074)  0.112
H (-1.209, 0.965, 1.284)  0.098
C (2.886, -0.746, 2.163)  -0.083
O (4.095, -0.054, 2.198)  -0.005
C (5.235, -0.689, 2.333)  -0.433
O (5.260, -1.998, 2.746)  -0.019
O (6.355, 0.046, 2.135)  -0.003
C (7.552, -0.566, 2.355)  -0.078
H (2.924, -1.645, 1.521)  0.091
H (2.002, -0.214, 1.758)  0.077
H (2.649, -1.039, 3.206)  0.110
H (7.585, -1.523, 1.883)  0.095
H (7.547, -0.752, 3.409)  0.096
H (8.502, -0.102, 2.153)  0.105
C (-0.641, -2.227, 2.227)  -0.002
O (-1.394, -2.900, 3.299)  -0.034
C (-1.155, -4.171, 3.545)  -0.443
O (0.006, -4.814, 3.070)  -0.066
O (-1.956, -4.725, 4.437)  -0.009
C (-1.940, -6.126, 4.578)  -0.066
H (0.432, -2.267, 2.621)  0.115
H (-1.048, -1.237, 2.321)  0.043
H (-0.773, -2.617, 1.220)  0.071
H (-1.870, -6.529, 5.622)  0.108
H (-1.063, -6.746, 4.134)  0.123
H (-2.793, -6.371, 3.945)  0.087
C (0.875, -3.250, -1.650)  -0.116
O (-0.375, -3.351, -2.146)  -0.001
C (-1.267, -4.199, -1.608)  -0.430
O (-1.028, -5.024, -0.528)  -0.020
O (-2.447, -4.229, -2.152)  0.023
C (-3.410, -5.067, -1.594)  -0.040
H (1.505, -2.388, -2.033)  0.092
H (1.509, -4.104, -1.624)  0.094
H (0.736, -3.172, -0.544)  0.098
H (-4.227, -5.004, -2.248)  0.089
H (-3.792, -4.789, -0.636)  0.064
H (-3.088, -6.074, -1.637)  0.101
C (-3.228, -1.176, -0.285)  -0.047
C (-2.877, -0.247, -1.582)  -0.148
C (-1.500, -0.429, -2.284)  -0.159
C (-0.365, -0.402, -1.469)  -0.242
N (0.539, -0.303, -0.790)  0.231
H (-4.108, -0.799, 0.325)  0.090
H (-2.349, -1.319, 0.334)  0.027
H (-3.319, -2.198, -0.615)  0.036
H (-2.934, 0.758, -1.251)  0.062
H (-3.676, -0.354, -2.257)  0.090
H (-1.425, 0.329, -3.034)  0.107
H (-1.597, -1.282, -2.876)  0.096
C (0.475, 3.111, -4.222)  -0.047
C (1.177, 2.008, -3.317)  -0.224
C (1.636, 0.761, -4.061)  -0.198
C (0.616, 0.106, -4.785)  -0.266
N (-0.179, -0.376, -5.417)  0.182
H (1.144, 3.878, -4.575)  0.068
H (-0.401, 3.476, -3.637)  0.072
H (0.094, 2.647, -5.131)  0.060
H (0.545, 1.794, -2.434)  0.087
H (2.173, 2.437, -3.078)  0.089
H (2.120, 0.076, -3.389)  0.094
H (2.392, 1.098, -4.715)  0.120
C (-5.710, -4.736, 1.587)  -0.125
C (-5.069, -3.395, 1.653)  -0.257
C (-5.034, -2.715, 3.100)  -0.132
C (-4.074, -1.583, 3.286)  -0.196
N (-3.331, -0.710, 3.394)  0.163
H (-6.731, -4.669, 2.050)  0.094
H (-5.178, -5.622, 2.113)  0.108
H (-5.671, -5.025, 0.543)  0.054
H (-5.673, -2.676, 1.126)  0.100
H (-4.111, -3.526, 1.136)  0.084
H (-4.868, -3.382, 3.960)  0.120
H (-5.973, -2.353, 3.394)  0.090

* DFT total energy: -86849.860 eV
* largest force on an atom: 0.176 Eh/bohr
* SMILES: C[C@H]1COC(=O)O1.C[C@H]1COC(=O)O1.C[C@H]1COC(=O)O1.C[C@H]1COC(=O)O1.COC(=O)OC.COC(=O)OC.COC(=O)OC.CCCC#N.CCCC#N.CCCC#N
* energy above the lowest of the compared OMol25 structures with the same formula, charge and spin: 394.7 kJ/mol
* HOMO level: -10.08 eV
* lowest unoccupied orbital energy: -0.09 eV
* spin multiplicity: 1
* frontier orbital gap: 9.99 eV



Record 3
8 unconnected molecules or ions with the total composition C37H64N8O11S3 at a distorted geometry. Source: the OMol25 dataset; level of theory: wB97M-V/def2-TZVPD.

Each line ends with the Löwdin charge.
Element x y z (Å)
C (-5.882, 0.290, 0.086)  -0.125
O (-4.610, -0.411, 0.047)  -0.186
C (-3.593, 0.584, -0.166)  -0.131
C (-2.789, 0.394, -1.523)  -0.308
C (-3.509, 1.331, -2.577)  -0.086
C (-2.903, 1.278, -4.041)  -0.195
C (-3.690, 2.136, -5.117)  -0.175
S (-4.839, 1.011, -6.053)  0.674
O (-6.046, 1.763, -6.401)  -0.322
O (-4.167, 0.395, -7.201)  -0.311
O (-5.299, -0.209, -5.039)  -0.190
O (-1.549, 1.138, -1.238)  -0.165
S (-0.218, 0.429, -1.905)  0.733
O (0.321, 1.506, -2.742)  -0.259
O (0.857, 0.043, -1.007)  -0.239
O (-1.058, -0.785, -2.677)  -0.188
C (-2.309, -1.046, -1.949)  -0.415
N (-3.065, -1.821, -2.942)  0.186
C (-4.289, -1.917, -2.652)  -0.269
O (-5.356, -2.210, -2.336)  0.253
S (-1.747, -2.264, -0.649)  0.736
C (-0.417, -3.278, -1.453)  -0.135
O (-2.785, -3.213, -0.217)  -0.318
O (-1.214, -1.573, 0.538)  -0.318
H (-6.746, -0.401, 0.292)  0.099
H (-5.924, 1.111, 0.852)  0.078
H (-6.050, 0.711, -0.950)  0.059
H (-2.880, 0.540, 0.717)  0.152
H (-4.072, 1.611, -0.219)  0.106
H (-3.361, 2.394, -2.204)  0.141
H (-4.639, 1.196, -2.612)  0.131
H (-1.854, 1.710, -3.970)  0.116
H (-2.854, 0.218, -4.415)  0.102
H (-4.252, 3.018, -4.705)  0.111
H (-2.960, 2.498, -5.907)  0.122
H (-5.375, -1.056, -5.524)  0.106
H (-0.244, -4.241, -0.909)  0.073
H (-0.759, -3.433, -2.523)  0.057
H (0.546, -2.690, -1.522)  0.073
C (3.549, -1.298, 3.308)  -0.111
C (4.185, -0.399, 2.255)  -0.258
C (3.526, -0.524, 0.880)  -0.191
C (3.701, -1.855, 0.297)  -0.233
N (3.833, -2.903, -0.158)  0.142
H (3.664, -2.355, 3.053)  0.074
H (4.026, -1.137, 4.277)  0.044
H (2.483, -1.084, 3.415)  0.071
H (5.253, -0.625, 2.184)  0.113
H (4.102, 0.641, 2.587)  0.092
H (3.967, 0.217, 0.207)  0.122
H (2.461, -0.289, 0.953)  0.104
C (-4.541, 5.890, 1.344)  -0.108
C (-4.255, 5.897, -0.154)  -0.259
C (-5.447, 5.440, -0.997)  -0.193
C (-5.795, 4.040, -0.753)  -0.167
N (-6.073, 2.941, -0.554)  0.169
H (-4.751, 4.881, 1.706)  0.070
H (-3.676, 6.266, 1.894)  0.075
H (-5.396, 6.527, 1.582)  0.077
H (-3.385, 5.266, -0.357)  0.108
H (-3.988, 6.914, -0.453)  0.111
H (-5.203, 5.564, -2.054)  0.057
H (-6.313, 6.076, -0.798)  0.127
C (-6.359, 4.703, -7.027)  -0.112
C (-5.755, 6.060, -7.374)  -0.258
C (-4.550, 6.424, -6.506)  -0.186
C (-4.909, 6.597, -5.098)  -0.204
N (-5.191, 6.727, -3.992)  0.165
H (-6.754, 4.688, -6.009)  0.078
H (-7.184, 4.475, -7.705)  0.082
H (-5.618, 3.909, -7.119)  0.047
H (-6.527, 6.830, -7.290)  0.113
H (-5.436, 6.042, -8.420)  0.110
H (-4.115, 7.357, -6.875)  0.120
H (-3.777, 5.656, -6.598)  0.117
C (-3.391, -6.296, -4.945)  -0.111
C (-2.946, -7.551, -4.203)  -0.264
C (-2.463, -7.268, -2.779)  -0.182
C (-1.252, -6.447, -2.756)  -0.194
N (-0.306, -5.795, -2.739)  0.161
H (-2.563, -5.596, -5.078)  0.072
H (-3.766, -6.559, -5.936)  0.073
H (-4.191, -5.784, -4.404)  0.073
H (-2.159, -8.049, -4.775)  0.113
H (-3.790, -8.245, -4.152)  0.109
H (-2.255, -8.218, -2.279)  0.120
H (-3.254, -6.777, -2.206)  0.124
C (5.436, -4.212, 7.510)  -0.112
C (6.340, -3.933, 6.315)  -0.272
C (7.118, -2.623, 6.442)  -0.215
C (6.238, -1.453, 6.447)  -0.230
N (5.546, -0.535, 6.457)  0.138
H (4.660, -3.450, 7.612)  0.070
H (4.939, -5.176, 7.389)  0.072
H (6.012, -4.242, 8.439)  0.075
H (5.738, -3.926, 5.401)  0.111
H (7.055, -4.753, 6.219)  0.087
H (7.810, -2.541, 5.602)  0.073
H (7.725, -2.635, 7.352)  0.121
C (0.916, 1.594, 5.532)  -0.102
C (1.820, 1.874, 4.338)  -0.266
C (2.598, 3.185, 4.465)  -0.190
C (1.718, 4.356, 4.468)  -0.237
N (1.026, 5.274, 4.477)  0.138
H (0.139, 2.356, 5.632)  0.072
H (0.420, 0.629, 5.410)  0.073
H (1.491, 1.565, 6.460)  0.079
H (1.219, 1.879, 3.424)  0.116
H (2.535, 1.053, 4.244)  0.075
H (3.293, 3.269, 3.625)  0.113
H (3.203, 3.173, 5.375)  0.124
C (11.627, -1.345, 3.751)  -0.109
C (12.010, -1.831, 5.144)  -0.265
C (11.872, -3.346, 5.311)  -0.186
C (10.483, -3.793, 5.196)  -0.192
N (9.393, -4.145, 5.099)  0.177
H (10.575, -1.542, 3.533)  0.072
H (11.785, -0.268, 3.672)  0.074
H (12.234, -1.833, 2.984)  0.077
H (11.398, -1.312, 5.887)  0.112
H (13.050, -1.553, 5.337)  0.109
H (12.253, -3.630, 6.296)  0.119
H (12.489, -3.862, 4.572)  0.123

* DFT total energy: -106349.817 eV
* largest force on an atom: 0.111 Eh/bohr
* SMILES: COC[C@@]1(CCCS(=O)(=O)O)OS(=O)(=O)O[C@@]1(N=C=O)S(C)(=O)=O.CCCC#N.CCCC#N.CCCC#N.CCCC#N.CCCC#N.CCCC#N.CCCC#N
* HOMO level: -9.96 eV
* lowest unoccupied orbital energy: 0.08 eV
* spin multiplicity: 1
* frontier orbital gap: 10.04 eV



Which of these has the lowest HOMO level?
C37H63N3O21



What is the formula in the first record?
C37H63FIN3O15S2



Which formula does entry 3 have?
C37H64N8O11S3